1.
{
  "formula": "C5H15N2",
  "method": "wB97M-V/def2-TZVPD",
  "homo_energy_ev": -12.613,
  "charge": 1,
  "relative_energy_ev": 0.874,
  "smiles": "NCCCCC[NH3+]",
  "spin_multiplicity": 1,
  "e_lumo_ev": -3.61,
  "symbols": ["C", "C", "C", "C", "C", "N", "N", "H", "H", "H", "H", "H", "H", "H", "H", "H", "H", "H", "H", "H", "H", "H"],
  "coordinates": [[-1.50, -1.55, 0.34], [-0.16, -1.15, 0.95], [0.10, 0.31, 1.36], [0.14, 1.41, 0.29], [0.61, 0.94, -1.09], [2.12, 0.67, -1.06], [-1.94, -0.79, -0.83], [-2.26, -1.50, 1.13], [-1.44, -2.59, 0.05], [0.69, -1.49, 0.35], [-0.09, -1.77, 1.85], [-0.68, 0.53, 2.09], [1.01, 0.34, 1.95], [0.92, 2.11, 0.58], [-0.80, 1.96, 0.21], [0.49, 1.72, -1.83], [0.20, 0.00, -1.42], [2.44, 0.60, -2.03], [2.29, -0.20, -0.55], [2.68, 1.36, -0.56], [-1.95, 0.20, -0.62], [-2.85, -1.10, -1.15]],
  "nbo_charge": [-0.22, -0.40, -0.43, -0.43, -0.22, -0.68, -0.85, 0.18, 0.21, 0.16, 0.24, 0.24, 0.21, 0.21, 0.25, 0.23, 0.26, 0.45, 0.44, 0.44, 0.34, 0.39]
}

---

2.
{
  "formula": "C44H63FeNO2P2SSi",
  "method": "wB97M-V/def2-TZVPD",
  "homo_energy_ev": [-10.538, -10.581],
  "charge": 1,
  "s2": 0.90,
  "relative_energy_ev": 0.124,
  "spin_multiplicity": 2,
  "e_lumo_ev": [-4.05, -2.63],
  "symbols": ["Fe", "C", "Si", "C", "C", "C", "C", "C", "C", "P", "C", "C", "C", "C", "C", "C", "C", "C", "C", "C", "C", "C", "C", "C", "C", "C", "C", "C", "P", "C", "C", "C", "C", "C", "C", "C", "C", "C", "C", "C", "C", "H", "H", "H", "H", "H", "H", "H", "H", "H", "H", "H", "H", "H", "H", "H", "H", "H", "H", "H", "H", "H", "H", "H", "H", "H", "H", "H", "H", "H", "H", "H", "H", "H", "H", "H", "H", "H", "H", "H", "H", "H", "H", "H", "H", "H", "H", "H", "H", "H", "H", "H", "H", "H", "H", "H", "O", "C", "O", "C", "C", "C", "C", "S", "C", "C", "H", "H", "H", "H", "H", "N", "H", "H", "H"],
  "coordinates": [[0.70, -0.19, 0.20], [1.23, -3.63, 1.51], [0.00, -2.40, 0.81], [-1.27, -2.23, 2.19], [-1.91, -3.36, 2.71], [-2.70, -3.29, 3.84], [-2.86, -2.08, 4.49], [-2.25, -0.95, 4.00], [-1.46, -1.01, 2.85], [-0.62, 0.42, 2.11], [-1.80, 1.85, 1.91], [-2.79, 2.20, 3.05], [-4.16, 1.53, 3.00], [-4.79, 1.68, 1.63], [-3.86, 1.12, 0.58], [-2.54, 1.88, 0.57], [0.66, 1.18, 3.24], [1.91, 0.32, 3.38], [1.79, -0.76, 4.46], [1.51, -0.11, 5.81], [0.23, 0.71, 5.75], [0.29, 1.75, 4.63], [-0.74, -3.22, -0.71], [-1.14, -4.57, -0.69], [-1.68, -5.17, -1.81], [-1.82, -4.45, -2.99], [-1.40, -3.13, -3.04], [-0.84, -2.52, -1.91], [-0.21, -0.83, -1.91], [-1.44, 0.12, -2.90], [-2.86, -0.13, -2.40], [-3.88, 0.65, -3.23], [-3.56, 2.14, -3.24], [-2.15, 2.38, -3.77], [-1.12, 1.63, -2.93], [1.26, -0.80, -3.06], [1.04, -1.43, -4.45], [1.66, -2.82, -4.55], [3.19, -2.72, -4.44], [3.61, -1.64, -3.42], [2.51, -1.39, -2.40], [0.69, -4.55, 1.76], [1.70, -3.28, 2.43], [2.02, -3.91, 0.80], [-1.79, -4.32, 2.22], [-3.19, -4.18, 4.21], [-3.46, -2.02, 5.39], [-2.38, -0.01, 4.51], [-1.05, 2.65, 1.88], [-2.95, 3.28, 2.98], [-2.33, 2.04, 4.03], [-4.79, 1.98, 3.77], [-4.09, 0.47, 3.23], [-4.97, 2.74, 1.42], [-5.76, 1.18, 1.60], [-4.33, 1.18, -0.40], [-3.67, 0.06, 0.79], [-2.75, 2.93, 0.33], [-1.87, 1.52, -0.22], [0.93, 2.03, 2.60], [2.74, 0.98, 3.64], [2.15, -0.11, 2.42], [2.72, -1.33, 4.51], [0.99, -1.46, 4.21], [2.34, 0.54, 6.07], [1.43, -0.87, 6.59], [0.06, 1.22, 6.70], [-0.61, 0.04, 5.60], [1.10, 2.45, 4.87], [-0.61, 2.35, 4.59], [-1.06, -5.15, 0.22], [-2.00, -6.20, -1.76], [-2.24, -4.91, -3.86], [-1.52, -2.58, -3.96], [-1.34, -0.25, -3.92], [-2.92, 0.18, -1.36], [-3.10, -1.19, -2.43], [-4.88, 0.47, -2.84], [-3.86, 0.28, -4.26], [-3.63, 2.54, -2.22], [-4.29, 2.69, -3.84], [-1.91, 3.44, -3.77], [-2.10, 2.04, -4.81], [-1.12, 2.03, -1.92], [-0.12, 1.80, -3.33], [1.44, 0.27, -3.18], [1.52, -0.79, -5.20], [-0.01, -1.46, -4.73], [1.39, -3.29, -5.49], [1.26, -3.46, -3.75], [3.60, -2.47, -5.42], [3.61, -3.68, -4.16], [3.83, -0.70, -3.93], [4.53, -1.94, -2.92], [2.85, -0.69, -1.64], [2.26, -2.34, -1.91], [6.04, 6.25, -2.36], [6.17, 5.16, -1.58], [7.24, 4.84, -1.16], [4.92, 4.38, -1.30], [3.64, 4.90, -1.40], [2.53, 4.13, -1.09], [2.70, 2.81, -0.68], [1.26, 1.87, -0.29], [3.99, 2.28, -0.57], [5.09, 3.06, -0.87], [5.14, 6.34, -2.70], [3.48, 5.93, -1.69], [1.54, 4.54, -1.16], [4.12, 1.26, -0.25], [6.09, 2.67, -0.78], [2.70, -1.24, 0.66], [3.44, -0.54, 0.67], [2.96, -1.93, -0.04], [2.72, -1.71, 1.55]],
  "lowdin_spin": [1.31, -0.01, -0.09, -0.01, 0.00, 0.00, 0.00, 0.00, -0.01, -0.04, 0.00, 0.00, 0.00, 0.00, 0.00, 0.00, -0.01, 0.00, 0.00, 0.00, 0.00, 0.00, -0.01, 0.00, 0.00, 0.00, 0.00, -0.01, -0.04, 0.00, 0.00, 0.00, 0.00, 0.00, 0.00, -0.01, 0.00, 0.00, 0.00, 0.00, 0.00, 0.00, 0.00, 0.00, 0.00, 0.00, 0.00, 0.00, 0.00, 0.00, 0.00, 0.00, 0.00, 0.00, 0.00, 0.00, 0.00, 0.00, 0.00, 0.00, 0.00, 0.00, 0.00, 0.00, 0.00, 0.00, 0.00, 0.00, 0.00, 0.00, 0.00, 0.00, 0.00, 0.00, 0.00, 0.00, 0.00, 0.00, 0.00, 0.00, 0.00, 0.00, 0.00, 0.00, 0.00, 0.00, 0.00, 0.00, 0.00, 0.00, 0.00, 0.00, 0.00, 0.00, 0.00, 0.00, 0.00, 0.00, 0.00, -0.01, 0.00, -0.01, 0.01, -0.03, -0.01, 0.00, 0.00, 0.00, 0.00, 0.00, 0.00, 0.00, 0.00, 0.00, 0.00]
}

---

3.
{
  "formula": "C16H44As4F24N3O3",
  "method": "wB97M-V/def2-TZVPD",
  "homo_energy_ev": -7.337,
  "charge": -1,
  "relative_energy_ev": 0.000,
  "spin_multiplicity": 1,
  "e_lumo_ev": 0.07,
  "symbols": ["C", "C", "N", "C", "C", "C", "C", "C", "O", "C", "H", "H", "H", "H", "H", "H", "H", "H", "H", "H", "H", "H", "H", "H", "H", "H", "H", "H", "H", "H", "C", "C", "C", "O", "C", "N", "H", "H", "H", "H", "H", "H", "H", "H", "H", "H", "H", "H", "C", "C", "C", "O", "C", "N", "H", "H", "H", "H", "H", "H", "H", "H", "H", "H", "H", "H", "As", "F", "F", "F", "F", "F", "F", "As", "F", "F", "F", "F", "F", "F", "As", "F", "F", "F", "F", "F", "F", "As", "F", "F", "F", "F", "F", "F"],
  "coordinates": [[-0.44, -1.86, 7.52], [-1.90, -2.17, 7.65], [-2.30, -3.53, 7.08], [-1.64, -4.62, 7.89], [-3.79, -3.70, 7.09], [-4.44, -3.68, 8.46], [-1.83, -3.79, 5.68], [-2.07, -2.72, 4.64], [-1.02, -1.82, 4.69], [-1.04, -0.86, 3.65], [0.01, -2.35, 6.66], [0.22, -2.19, 8.33], [-0.22, -0.81, 7.32], [-2.60, -1.49, 7.17], [-2.24, -2.30, 8.68], [-1.96, -5.57, 7.49], [-1.91, -4.48, 8.93], [-0.57, -4.44, 7.76], [-3.99, -4.71, 6.71], [-4.17, -2.97, 6.38], [-5.51, -3.92, 8.38], [-4.40, -2.67, 8.88], [-4.13, -4.45, 9.16], [-2.21, -4.76, 5.35], [-0.75, -3.96, 5.69], [-2.99, -2.13, 4.85], [-2.30, -3.19, 3.68], [-1.37, -1.18, 2.66], [-0.10, -0.30, 3.61], [-1.84, -0.13, 3.87], [2.35, 0.47, -5.84], [3.00, 1.59, -6.64], [2.30, 2.88, -6.27], [2.83, 4.05, -6.86], [2.94, 5.13, -5.91], [4.45, 1.73, -6.24], [4.89, 0.83, -6.11], [4.91, 2.25, -7.00], [4.56, 2.36, -5.44], [2.79, -0.49, -6.10], [1.28, 0.42, -6.02], [2.44, 0.78, -4.79], [2.93, 1.42, -7.71], [2.28, 2.91, -5.17], [1.25, 2.75, -6.58], [3.47, 5.91, -6.45], [3.47, 4.94, -4.98], [1.91, 5.47, -5.78], [0.82, -1.09, -0.90], [-0.39, -0.52, -1.63], [-1.45, -0.23, -0.61], [-2.61, 0.34, -1.15], [-3.51, 0.71, -0.13], [0.00, 0.72, -2.37], [-0.76, 1.42, -2.43], [0.61, 1.30, -1.76], [0.49, 0.59, -3.26], [0.65, -2.16, -0.74], [1.09, -0.60, 0.03], [1.66, -1.13, -1.59], [-0.79, -1.22, -2.36], [-1.13, 0.38, 0.23], [-1.64, -1.22, -0.13], [-4.51, 0.82, -0.54], [-3.21, 1.69, 0.27], [-3.47, 0.04, 0.74], [0.58, 3.09, 1.76], [0.41, 2.62, 0.06], [1.69, 1.78, 1.99], [0.76, 3.58, 3.43], [-0.53, 4.40, 1.55], [-0.76, 2.03, 2.15], [1.88, 4.09, 1.23], [4.02, 2.14, -1.99], [4.01, 3.85, -2.32], [4.37, 1.92, -3.69], [4.05, 0.43, -1.73], [3.64, 2.41, -0.31], [2.30, 2.09, -2.40], [5.71, 2.23, -1.60], [0.68, -2.78, -4.80], [-0.60, -3.71, -5.52], [1.59, -4.27, -4.74], [2.01, -1.90, -4.10], [-0.18, -1.28, -4.98], [-0.05, -3.06, -3.26], [1.30, -2.54, -6.43], [-1.34, 3.47, -4.58], [0.13, 3.58, -3.67], [-0.58, 4.22, -5.94], [-2.86, 3.35, -5.39], [-2.03, 2.68, -3.18], [-1.72, 5.09, -4.01], [-0.87, 1.92, -5.26]],
  "lowdin_charge": [-0.05, -0.12, -0.28, 0.03, -0.17, -0.06, -0.10, -0.22, -0.20, -0.06, 0.07, 0.09, 0.10, 0.14, 0.12, 0.12, 0.10, 0.11, 0.13, 0.13, 0.09, 0.08, 0.08, 0.14, 0.14, 0.13, 0.14, 0.09, 0.10, 0.10, -0.05, -0.30, -0.23, -0.18, -0.06, 0.21, 0.17, 0.16, 0.13, 0.08, 0.08, 0.07, 0.15, 0.12, 0.12, 0.08, 0.09, 0.09, -0.03, -0.31, -0.23, -0.16, -0.10, 0.23, 0.12, 0.12, 0.13, 0.08, 0.09, 0.07, 0.12, 0.11, 0.13, 0.09, 0.10, 0.08, 0.71, -0.27, -0.27, -0.28, -0.26, -0.29, -0.25, 0.75, -0.26, -0.28, -0.24, -0.24, -0.26, -0.26, 0.72, -0.27, -0.27, -0.25, -0.25, -0.25, -0.28, 0.73, -0.25, -0.26, -0.25, -0.26, -0.26, -0.26]
}

---

4.
{
  "formula": "C25H46F3N7O4P2",
  "method": "wB97M-V/def2-TZVPD",
  "homo_energy_ev": -7.947,
  "smiles": "Nc1cc2c(cc1CCC(F)(F)F)C(=O)C=CC2=O.CN(C)P(=O)(N(C)C)N(C)C.CN(C)P(=O)(N(C)C)N(C)C",
  "spin_multiplicity": 1,
  "e_lumo_ev": -0.76,
  "symbols": ["N", "C", "C", "C", "C", "C", "C", "C", "C", "C", "F", "F", "F", "C", "O", "C", "C", "C", "O", "H", "H", "H", "H", "H", "H", "H", "H", "H", "H", "O", "P", "N", "C", "C", "N", "C", "C", "N", "C", "C", "H", "H", "H", "H", "H", "H", "H", "H", "H", "H", "H", "H", "H", "H", "H", "H", "H", "H", "O", "P", "N", "C", "C", "N", "C", "C", "N", "C", "C", "H", "H", "H", "H", "H", "H", "H", "H", "H", "H", "H", "H", "H", "H", "H", "H", "H", "H"],
  "coordinates": [[-4.51, -4.87, 0.00], [-3.08, -4.82, 0.10], [-2.50, -3.82, 0.86], [-1.13, -3.76, 0.97], [-0.34, -4.72, 0.36], [-0.94, -5.71, -0.39], [-2.30, -5.78, -0.56], [-3.04, -6.81, -1.40], [-2.16, -7.57, -2.42], [-2.13, -6.95, -3.81], [-1.12, -6.09, -3.99], [-3.28, -6.39, -4.21], [-1.88, -7.96, -4.70], [1.16, -4.70, 0.49], [1.84, -5.54, -0.08], [1.78, -3.60, 1.29], [1.06, -2.65, 1.86], [-0.43, -2.67, 1.75], [-1.09, -1.78, 2.25], [-4.81, -5.72, 0.46], [-4.85, -4.11, 0.58], [-3.10, -3.07, 1.37], [-0.29, -6.45, -0.86], [-3.84, -6.26, -1.92], [-3.53, -7.55, -0.75], [-1.13, -7.71, -2.11], [-2.58, -8.57, -2.54], [2.87, -3.64, 1.38], [1.53, -1.84, 2.42], [0.60, -1.13, -1.68], [0.33, 0.32, -2.08], [-1.35, 0.32, -1.67], [-2.42, -0.10, -2.55], [-1.60, -0.12, -0.30], [0.72, 0.15, -3.76], [-0.25, 0.05, -4.83], [1.88, -0.69, -4.04], [0.22, 2.03, -2.34], [-0.73, 2.92, -1.68], [1.35, 2.74, -2.93], [-3.39, 0.03, -2.06], [-2.33, -1.15, -2.85], [-2.48, 0.53, -3.44], [-0.91, 0.36, 0.39], [-1.49, -1.20, -0.19], [-2.61, 0.15, 0.02], [-0.86, -0.86, -4.76], [0.26, 0.03, -5.80], [-0.90, 0.93, -4.86], [1.62, -1.76, -4.06], [2.66, -0.54, -3.29], [2.31, -0.42, -5.01], [-1.68, 2.92, -2.22], [-0.37, 3.95, -1.65], [-0.92, 2.63, -0.65], [1.08, 3.11, -3.92], [2.22, 2.10, -3.04], [1.67, 3.59, -2.32], [3.41, 2.95, 3.10], [2.57, 4.19, 2.86], [2.50, 4.76, 4.49], [1.51, 4.36, 5.47], [3.82, 4.90, 5.12], [1.17, 3.36, 2.27], [-0.05, 3.15, 3.00], [1.45, 2.21, 1.41], [1.86, 5.66, 2.31], [1.97, 6.95, 2.98], [1.44, 5.78, 0.91], [1.67, 4.89, 6.41], [1.54, 3.28, 5.68], [0.51, 4.64, 5.16], [4.51, 5.39, 4.43], [4.25, 3.93, 5.39], [3.75, 5.52, 6.01], [0.09, 2.50, 3.88], [-0.81, 2.68, 2.37], [-0.49, 4.10, 3.31], [1.66, 1.30, 2.00], [2.32, 2.41, 0.77], [0.61, 2.01, 0.75], [1.20, 7.05, 3.75], [1.82, 7.78, 2.28], [2.95, 7.10, 3.43], [0.35, 5.85, 0.86], [1.75, 4.91, 0.32], [1.87, 6.65, 0.42]],
  "lowdin_charge": [0.09, -0.25, 0.04, -0.10, -0.08, 0.04, -0.14, -0.11, -0.06, -0.61, 0.14, 0.14, 0.10, -0.31, 0.10, 0.03, 0.03, -0.32, 0.08, 0.10, 0.08, 0.13, 0.12, 0.11, 0.13, 0.12, 0.13, 0.12, 0.12, -0.30, 0.73, -0.35, -0.13, -0.14, -0.34, -0.13, -0.15, -0.28, -0.11, -0.12, 0.08, 0.09, 0.06, 0.06, 0.06, 0.09, 0.08, 0.08, 0.07, 0.08, 0.07, 0.08, 0.09, 0.07, 0.06, 0.09, 0.07, 0.07, -0.30, 0.72, -0.35, -0.13, -0.15, -0.33, -0.13, -0.14, -0.29, -0.11, -0.12, 0.08, 0.09, 0.06, 0.07, 0.08, 0.08, 0.08, 0.08, 0.07, 0.08, 0.07, 0.04, 0.08, 0.08, 0.07, 0.09, 0.06, 0.08]
}

---

| no. | energy (eV) |
| --- | --- |
| 1 | -8401.802 |
| 2 | -123910.895 |
| 3 | -336506.742 |
| 4 | -72019.335 |